16
Properties=species:S:1:pos:R:3:forces:R:3 method="wB97M-V/def2-TZVPD" e_above_lowest_kj_mol=140.5 smiles=COC1CCC1 e_tot_ha=-271.69912
C -0.25131 2.33111 -0.15700 -0.1 0.2 0.2
O 0.31568 1.22777 -0.83453 -0.1 -0.2 0.3
C -0.30881 -0.00525 -0.47786 -0.2 0.4 -0.9
C -0.22234 -0.47168 0.97813 0.2 -0.5 0.2
C 0.42095 -1.81426 0.49481 0.0 -0.1 0.4
C 0.51419 -1.23042 -0.94598 0.1 -0.1 0.4
H 0.01848 2.31348 0.91040 -0.1 0.0 -0.2
H -1.35339 2.35074 -0.23332 0.2 -0.1 0.0
H 0.13032 3.26532 -0.59008 0.0 -0.4 0.0
H -1.34995 0.05839 -0.85355 0.3 -0.3 0.1
H 0.47846 0.14235 1.56123 -0.4 -0.2 0.0
H -1.19374 -0.59953 1.47434 0.4 0.3 0.1
H -0.23301 -2.69354 0.60023 0.1 0.4 -0.1
H 1.37402 -2.07208 0.98531 -0.3 0.1 -0.3
H 1.54302 -0.92938 -1.17031 -0.3 0.0 -0.2
H 0.11744 -1.87304 -1.74182 0.1 0.4 0.1